Entry 1:
The following is a quantum chemistry calculation of an isolated molecule of C5H9NO, from the OMol25 dataset.

Geometry as XYZ:
```
16
Properties=species:S:1:pos:R:3
C 1.33845 1.14322 1.13232
C 1.32127 0.61812 -0.30480
N 1.21655 -0.83425 -0.41353
C 0.11475 -1.44347 -0.30092
C -1.26831 -0.92525 0.05469
C -2.00699 -0.14938 -1.01589
O -1.49498 0.41202 -1.95241
H 1.94932 0.50502 1.77722
H 1.76814 2.15057 1.14865
H 0.33551 1.21070 1.56648
H 0.52938 1.10620 -0.88333
H 2.27359 0.88107 -0.77533
H 0.15540 -2.52648 -0.45409
H -1.22218 -0.26910 0.93590
H -1.90261 -1.77054 0.34946
H -3.10731 -0.10845 -0.86442
```

* frontier orbital gap: 10.1 eV
* energy above the lowest of the compared OMol25 structures with the same formula, charge and spin: 43.9 kcal/mol
* SMILES: CC/N=C\CC=O
* LUMO level: 0.0266 Eh
* E_HOMO: -9.3 eV

Mulliken population analysis, charges in e, atoms 1 to 5: -1.056 -0.240 -0.566 0.062 -0.487


Entry 2:
The following is a quantum chemistry calculation of a structure of composition C2H31FeO16 in a non-equilibrium geometry, from the OMol25 dataset.

Geometry as XYZ:
```
50
Properties=species:S:1:pos:R:3
Fe -24.70159 12.94823 8.00976
C -27.56878 16.21134 7.71531
C -27.47732 14.73258 8.04658
O -26.32184 14.31547 8.11723
O -28.53614 14.05562 8.07555
H -26.77765 16.75398 8.23260
H -28.45245 16.70070 8.12608
H -27.71079 16.38482 6.64875
O -24.52256 16.69172 6.12087
H -25.23858 16.99309 5.55535
H -24.47021 17.34826 6.81628
O -25.61498 19.25922 9.92199
H -25.35889 18.42142 9.53532
H -25.67255 19.08263 10.86164
O -23.68494 14.30637 6.88579
H -24.09731 15.15328 6.69351
H -22.92726 14.26584 6.30072
O -29.88629 13.72106 5.36685
H -30.36307 12.89510 5.28128
H -30.49118 14.30070 5.83174
O -28.82332 18.59647 5.76606
H -29.50817 19.26172 5.68745
H -28.00909 19.09690 5.83221
O -31.35245 16.96873 6.33076
H -30.70794 17.63899 6.56156
H -32.10499 17.46167 6.00189
O -28.16981 13.29160 10.76900
H -27.58710 13.54910 10.05468
H -28.95934 12.97193 10.33083
O -30.36266 17.99950 9.89852
H -30.56715 17.07518 9.74395
H -30.80020 18.20766 10.72466
O -28.44315 16.02802 3.97860
H -29.13327 16.67559 4.12886
H -28.55931 15.38628 4.68054
O -28.39160 16.66488 11.97402
H -28.51108 16.73500 11.02616
H -27.90559 17.45449 12.21381
O -26.17499 17.81573 4.53448
H -26.10423 18.51959 3.88877
H -27.06191 17.46900 4.41740
O -25.48630 12.25548 6.11996
H -26.34464 12.32781 5.69942
H -25.04753 11.54367 5.65180
O -30.81464 15.34318 9.05485
H -30.01696 14.89546 8.76633
H -31.39415 15.31773 8.29265
O -29.58688 11.48668 7.42469
H -29.12664 12.32516 7.36128
H -30.12831 11.44905 6.63607
```

* frontier orbital gap (alpha / beta): 6.5 / 6.4 eV
* total charge: +1
* energy above the lowest of the compared OMol25 structures with the same formula, charge and spin: 23.7 kcal/mol
* expectation value of S²: 6.006
* LUMO level (alpha / beta): -0.2177 / -0.2219 Eh
* E_HOMO (alpha / beta): -12.5 / -12.5 eV
* multiplicity: 5

Mulliken population analysis, charges in e, atoms 1 to 5: 1.061 0.387 0.125 -0.313 -0.155


Entry 3:
The following is a quantum chemistry calculation of a structure of composition C19H27GaN4O2, from the OMol25 dataset.

Geometry as XYZ:
```
53
Properties=species:S:1:pos:R:3
Ga -0.15128 -0.29872 -1.07685
N 1.92979 -0.35233 -1.65157
C 2.60912 0.61941 -0.79908
C 3.78040 0.22898 -0.16655
C 4.41778 1.08093 0.72143
C 3.86011 2.32817 0.97539
C 2.69937 2.71392 0.32342
C 2.04911 1.88575 -0.59668
C 0.84840 2.38644 -1.33639
C 0.79840 3.72788 -1.71739
C -0.30201 4.24435 -2.38332
C -1.37650 3.42381 -2.70028
C -1.33194 2.08645 -2.33377
C -0.23306 1.55182 -1.65862
H 2.37722 -1.25734 -1.52192
H 2.03129 -0.12272 -2.64051
H 4.20022 -0.74861 -0.37833
H 5.33313 0.77296 1.20708
H 4.32900 3.00502 1.67626
H 2.27682 3.68245 0.55146
H 1.63728 4.38357 -1.52907
H -0.30905 5.28706 -2.67056
H -2.22419 3.81506 -3.24608
H -2.15148 1.44226 -2.64366
N -1.57308 -3.35112 0.51203
C -1.95709 -2.68446 1.82029
C -3.09021 -1.68580 1.60159
C -2.66510 -0.31340 1.07942
N -2.29136 -0.35679 -0.36890
C -1.52122 0.27048 1.90591
C -0.32559 -0.66531 2.06569
N 0.52235 -0.68953 0.82689
C -0.74606 -2.06632 2.51374
H -2.34117 -3.93184 0.16837
H -0.74970 -3.95233 0.61579
H -1.33035 -2.68102 -0.23501
H -2.31783 -3.50698 2.43679
H -3.56086 -1.53272 2.57463
H -3.87128 -2.11657 0.96716
H -3.52670 0.34662 1.18718
H -2.56900 0.53304 -0.78208
H -2.85361 -1.04946 -0.85974
H -1.90610 0.49687 2.90249
H -1.19855 1.22459 1.48007
H 0.30754 -0.26986 2.86034
H 1.05682 -1.55874 0.77512
H 1.22928 0.04593 0.92015
H -1.02512 -1.98501 3.56635
H 0.10608 -2.75271 2.49528
O 0.97277 -3.17980 -0.86712
C 0.30988 -2.94534 -1.86479
O -0.55090 -1.95809 -1.93813
H 0.36822 -3.57091 -2.76393
```

* frontier orbital gap: 8.6 eV
* total charge: +2
* energy above the lowest of the compared OMol25 structures with the same formula, charge and spin: 0.0 kcal/mol
* LUMO level: -0.2035 Eh
* E_HOMO: -14.1 eV

Mulliken population analysis, charges in e, atoms 1 to 5: 0.961 -0.296 0.189 -0.694 -0.771


Entry 4:
The following is a quantum chemistry calculation of a structure of composition C22H17Cl5MnN6S, from the OMol25 dataset.

Geometry as XYZ:
```
52
Properties=species:S:1:pos:R:3
Mn -0.10147 -1.95145 -0.10399
S -1.09173 -2.18528 1.89880
C -1.50460 -0.49035 2.16239
N -2.05214 -0.18476 3.30125
N -2.51776 1.00259 3.58840
C -2.99096 2.03587 2.71982
C -3.82358 1.72821 1.64780
C -4.32952 2.75454 0.87234
C -4.01926 4.07976 1.16588
C -3.20569 4.37415 2.24590
C -2.68493 3.34918 3.02977
N -1.17277 0.49052 1.26459
N -0.53090 0.14486 0.24467
C -0.16132 1.21633 -0.62062
C -0.80206 2.45206 -0.56325
C -0.40550 3.45052 -1.43443
C 0.61690 3.22720 -2.34970
C 1.25361 1.99551 -2.39358
C 0.86243 0.98488 -1.52978
H -2.79845 1.07670 4.55466
H -4.07763 0.69886 1.42979
H -4.98335 2.52259 0.04225
H -4.42368 4.87615 0.55611
H -2.96854 5.40148 2.48667
H -2.03856 3.57075 3.86875
H -1.60232 2.62068 0.14322
H -0.90299 4.41064 -1.40250
H 0.91445 4.01611 -3.02680
H 2.05698 1.81885 -3.09578
H 1.37760 0.03262 -1.54972
Cl 3.17030 -2.09535 -2.23641
C 1.58578 -2.40143 -2.85812
C 0.47994 -2.37839 -2.01840
C -0.74126 -2.55438 -2.62588
Cl -2.07168 -2.47008 -1.44833
C -0.97178 -2.76794 -3.97168
Cl -2.55247 -2.96502 -4.58523
C 0.16178 -2.81127 -4.78375
Cl -0.02249 -3.08136 -6.46320
C 1.43794 -2.62760 -4.22933
Cl 2.80836 -2.66881 -5.25717
C 4.98738 -3.18105 1.03618
N 3.80130 -2.79344 1.80503
C 3.92826 -2.56893 3.24914
C 2.69607 -2.50206 1.20321
N 1.70422 -2.24027 0.66632
H 5.46570 -4.01912 1.53988
H 5.68458 -2.34595 0.96953
H 4.68423 -3.49004 0.03946
H 4.34252 -3.46478 3.70840
H 2.94504 -2.37335 3.66902
H 4.58398 -1.71915 3.43844
```

* frontier orbital gap (alpha / beta): 5.8 / 6.5 eV
* total charge: +1
* energy above the lowest of the compared OMol25 structures with the same formula, charge and spin: 2.7 kcal/mol
* expectation value of S²: 6.134
* LUMO level (alpha / beta): -0.1703 / -0.1452 Eh
* E_HOMO (alpha / beta): -10.4 / -10.5 eV
* multiplicity: 5

Mulliken population analysis, charges in e, atoms 1 to 5: -0.613 -0.323 0.475 -0.643 0.058


Entry 5:
The following is a quantum chemistry calculation of a cluster of 4 separate species, C41H56Br2F6N9O2S2 in total in a non-equilibrium geometry, from the OMol25 dataset.

Geometry as XYZ:
```
118
Properties=species:S:1:pos:R:3
C 0.09445 3.04928 -5.43940
C 0.56406 1.63746 -4.68284
C 1.75534 1.87927 -3.58290
C 2.18314 0.49301 -2.75164
N 1.11383 0.29920 -1.70044
C 1.71758 0.09209 -0.30431
C 0.51328 0.39036 0.76143
C 0.92109 1.28652 2.06596
C 1.83324 2.60877 1.76805
C 1.01025 4.05485 1.96250
O 2.01658 5.09392 1.74015
C 1.45309 6.44229 1.62650
N 0.96297 7.65315 1.75468
C -0.00485 4.10702 0.64063
C -1.44218 4.83070 0.92178
C -1.75600 5.84672 -0.36519
C -2.59621 4.95474 -1.45474
N -2.40308 4.93657 -2.81942
N -1.58442 5.50162 2.26877
C -1.11375 4.46069 3.26815
N -2.06067 3.91867 4.10096
C -1.80309 2.84049 5.12767
C -2.12164 1.30235 4.55283
C -3.57212 0.71333 5.05080
F -3.76515 0.78498 6.54695
Br -5.02145 1.64090 4.01650
C -3.67747 -0.91820 4.69911
F -2.46419 -1.40789 3.96335
F -4.85894 -1.26090 3.87180
Br -3.72460 -2.02347 6.41338
N 0.32841 4.02035 3.28329
C 1.09243 4.57759 4.44725
C 2.06781 3.49631 5.23224
O 1.65210 2.09059 5.08786
C 3.65954 3.62523 4.89286
F 4.03063 4.64928 3.89619
F 4.18959 2.24704 4.57149
F 4.37610 4.00937 6.16668
C 0.13705 -0.80332 -2.04481
S -1.55429 -0.42332 -2.10551
S 0.56966 -2.60471 -2.38233
C -0.61864 -3.62215 -1.33129
C -1.63404 -4.58341 -2.18880
C -3.18244 -4.41149 -1.58462
H -0.16354 3.90809 -4.65426
H 0.90684 3.37233 -6.21911
H -0.91475 2.89126 -6.05457
H 0.93359 0.86886 -5.49627
H -0.43053 1.17683 -4.23277
H 2.69811 2.43616 -4.03538
H 1.30647 2.62725 -2.76816
H 2.08586 -0.38525 -3.52612
H 3.26306 0.57366 -2.27284
H 2.71005 0.68344 -0.12776
H 2.00236 -1.06050 -0.22874
H -0.44845 0.84451 0.24730
H 0.16733 -0.67338 1.17902
H -0.07073 1.48676 2.67092
H 1.57649 0.57719 2.76792
H 2.82238 2.59810 2.43652
H 2.23885 2.66378 0.64645
H 0.50386 4.65626 -0.28960
H -0.25819 3.01564 0.22777
H -2.28500 3.98996 0.85790
H -2.43078 6.76043 0.00209
H -0.78434 6.33517 -0.80980
H -3.46204 4.26602 -1.02785
H -1.61375 5.59605 -3.02692
H -2.58024 5.79236 2.45135
H -3.05463 4.27299 4.01663
H -2.61596 3.00267 5.98715
H -0.76404 2.89197 5.66164
H -2.12175 1.25070 3.37619
H -1.21269 0.62367 4.91418
H 1.67730 5.57320 4.26200
H 0.26134 4.86544 5.25897
H 1.95716 3.74384 6.39560
H 1.15371 1.86171 5.94109
H 0.05425 -4.29865 -0.62585
H -1.30450 -2.92340 -0.65832
H -1.34602 -5.71370 -1.97897
H -1.60918 -4.40942 -3.35324
H -3.73319 -3.45895 -2.04685
H -3.20066 -4.33353 -0.40626
H -3.87656 -5.33136 -1.86445
N -1.68703 -3.69105 -5.77235
C -0.76244 -3.97840 -6.71465
C -1.06213 -4.17775 -8.05278
C -2.39122 -4.08093 -8.45109
C -3.36663 -3.78810 -7.50349
C -2.96864 -3.60174 -6.18942
H 0.25974 -4.04651 -6.35386
H -0.27838 -4.40348 -8.76694
H -2.66476 -4.23212 -9.49127
H -4.41121 -3.70635 -7.78176
H -3.69211 -3.36767 -5.41346
N 5.36506 -1.86859 5.24307
C 5.92584 -2.41959 6.34183
C 6.31183 -1.69291 7.45677
C 6.11543 -0.31603 7.44535
C 5.54189 0.28090 6.32739
C 5.18530 -0.53001 5.26195
H 6.06134 -3.49646 6.30119
H 6.75524 -2.18839 8.31301
H 6.40660 0.28692 8.30053
H 5.37604 1.35148 6.28718
H 4.73086 -0.11190 4.36809
N -2.37310 -7.75688 -5.00410
C -2.15863 -9.03701 -4.62912
C -1.38238 -9.93111 -5.34896
C -0.79183 -9.48910 -6.52810
C -0.99567 -8.17662 -6.94159
C -1.78533 -7.35605 -6.15228
H -2.64331 -9.33521 -3.70401
H -1.24206 -10.94752 -4.99898
H -0.17764 -10.16158 -7.11987
H -0.54982 -7.80178 -7.85591
H -1.97129 -6.32246 -6.43054
```

* frontier orbital gap: 5.8 eV
* total charge: +1
* LUMO level: -0.1558 Eh
* E_HOMO: -10.0 eV

Mulliken population analysis, charges in e, atoms 1 to 5: -0.850 -0.123 0.062 -0.626 0.619


Which formula does entry 5 have?
C41H56Br2F6N9O2S2